[1]
12
Properties=species:S:1:pos:R:3:forces:R:3 method="wB97M-V/def2-TZVPD" energy_ha=-840.70048 largest_force_ev_per_a=3.78 total_charge=-1 homo_ev=-4.95 e_above_lowest_kj_mol=216.2 lumo_ev=2.9 orbital_gap_ha=0.28862
Cl -3.5960 2.0678 0.1784 0.2517 -0.6537 -0.1761
O -1.6358 -0.1894 -1.5118 -1.8344 -0.9856 -1.5493
O -3.7473 -2.1648 0.4135 -1.0105 -0.9184 0.5696
O -1.4705 -2.4248 0.0803 -1.9828 0.8060 0.2840
C -0.9962 0.2227 -0.3328 -0.5820 1.3375 1.1006
C -2.2669 -0.5027 -0.4029 3.1332 0.5349 -0.6247
C 0.3546 -0.2484 0.0330 0.1697 -2.1319 -3.1215
C -2.6270 -1.8842 0.1233 1.1417 -1.0708 -0.4541
H 0.7170 -1.1214 -0.6336 -1.1126 0.9343 1.2253
H 1.0877 0.4713 -0.2123 0.6988 1.3027 0.4641
H 0.2926 -0.5644 1.0215 0.5504 -0.4936 1.8184
H -1.2977 1.2247 -0.1783 0.5769 1.3385 0.4638

[2]
15
Properties=species:S:1:pos:R:3:forces:R:3 method="wB97M-V/def2-TZVPD" energy_ha=-2371.52100 largest_force_ev_per_a=5.94 total_charge=0 homo_ev="-7.24 / -8.49" e_above_lowest_kj_mol=75.7 multiplicity=2 lumo_ev="-1.0 / -1.3" orbital_gap_ha="0.22824 / 0.26490"
Cu -2.2322 1.3078 1.4277 1.8669 -0.2758 -0.6937
Mg -2.0973 1.6238 -2.6697 -0.1412 -0.4783 0.4516
O 1.3580 -0.2362 1.6780 0.7867 -0.7233 1.3987
O -0.2800 1.2664 2.1761 -0.9080 -0.2614 2.8229
O 0.9145 1.4884 0.3948 1.4669 0.7447 0.9151
O -1.9264 0.7290 -0.7519 2.6775 0.3038 -0.7162
O -0.9090 -0.1509 -2.4797 0.9349 0.9395 -2.4692
C -0.7863 0.1409 -1.3148 -1.8079 -2.1534 5.2288
C 0.1462 -0.8201 -0.3250 -1.5913 -1.4703 -1.2114
C 1.5008 -0.9138 0.4239 -0.7428 1.8993 -0.4275
C 0.7492 0.9673 1.5264 -2.3100 0.4039 -5.4103
H 2.3119 -0.5247 -0.1938 -0.0225 0.2176 0.2003
H 0.1661 -1.7597 -0.8821 0.0866 0.2095 -0.9710
H 1.7234 -1.9588 0.6374 -0.3114 0.0461 0.2109
H -0.6389 -1.1595 0.3527 0.0156 0.5979 0.6711

[3]
11
Properties=species:S:1:pos:R:3:forces:R:3 method="wB97M-V/def2-TZVPD" energy_ha=-1945.20686 largest_force_ev_per_a=7.66 total_charge=+1 homo_ev=-12.72 e_above_lowest_kj_mol=605.8 lumo_ev=-5.6 orbital_gap_ha=0.26202
Cu -3.7927 -1.1832 2.1890 0.2879 0.0613 -0.0095
O 2.3245 0.4985 -0.8320 -0.1927 -0.0775 0.1099
O -2.0726 -0.8000 1.4409 -0.2169 1.3347 0.7302
C -0.5920 -0.9988 -0.4680 -0.6971 5.2757 -0.0130
C 1.0574 1.0979 -0.7107 0.3613 0.1633 1.0075
C -1.0142 -1.0510 0.8818 -1.5101 -7.1084 -2.4239
C 0.0638 0.0761 -0.3722 1.4462 -0.0808 -3.3846
H 1.0343 1.8681 0.0800 -0.0692 -0.0051 -0.1790
H -0.7324 -2.2813 0.3979 0.6861 0.6354 3.9372
H 0.7394 1.5872 -1.6482 -0.2116 -0.2783 0.2293
H 2.9846 1.1864 -0.9584 0.1163 0.0795 -0.0041

[4]
10
Properties=species:S:1:pos:R:3:forces:R:3 method="wB97M-V/def2-TZVPD" energy_ha=-939.44043 largest_force_ev_per_a=4.74 total_charge=+2 homo_ev="-14.46 / -14.47" e_above_lowest_kj_mol=560.9 multiplicity=8 lumo_ev="-10.4 / -10.1" orbital_gap_ha="0.15050 / 0.15975"
Eu -2.6615 -1.4586 -2.7243 0.8428 0.4086 0.8374
O -0.9609 -0.5965 -0.8036 -3.2089 2.4978 0.7720
C 0.1943 0.8636 1.9906 1.6468 -0.1369 -0.0129
C 1.1346 0.4261 -0.2987 0.3724 4.0934 -0.4312
C 1.0313 0.7652 1.0765 -0.7549 -2.0807 -0.8143
C 0.3874 -0.5895 -0.8325 1.7001 -4.2149 1.3495
H 1.3266 1.2663 -0.9756 -0.8613 0.6205 0.5425
H 0.7726 -1.6067 -0.7030 -0.4061 -0.1036 0.8107
H -1.2621 -0.1153 0.2282 1.1665 -1.1846 -2.8072
H 0.0378 1.0453 3.0424 -0.4974 0.1004 -0.2465

[5]
11
Properties=species:S:1:pos:R:3:forces:R:3 method="wB97M-V/def2-TZVPD" energy_ha=-1014.18173 largest_force_ev_per_a=6.54 total_charge=+3 homo_ev="-23.89 / -24.61" e_above_lowest_kj_mol=254.5 multiplicity=9 lumo_ev="-15.5 / -15.8" orbital_gap_ha="0.30919 / 0.32379"
Eu -1.1672 -2.6702 1.6456 -0.3548 -0.8359 0.1216
O -0.6664 -1.0832 -0.0950 -0.7598 -0.9633 1.8332
O 0.9645 1.7506 2.2303 -4.4778 0.1177 2.6511
C 0.0291 1.4986 1.5816 5.6677 1.8640 2.6733
C 0.1984 -0.8645 -1.2115 0.3059 0.8804 -1.0453
C -0.5629 0.2517 -0.5762 0.2486 0.1351 -1.7942
C 0.1596 1.1928 0.2563 2.9521 -0.0449 -1.4108
H -0.1876 -1.2325 -2.1623 0.1681 -0.0524 0.1944
H -1.4548 0.6183 -1.0896 0.0717 0.0307 0.0836
H 1.4307 1.5332 0.4046 -3.6285 -1.2089 -3.1339
H 1.2567 -0.9948 -0.9838 -0.1933 0.0776 -0.1730

[6]
10
Properties=species:S:1:pos:R:3:forces:R:3 method="wB97M-V/def2-TZVPD" energy_ha=-354.32044 largest_force_ev_per_a=5.15 total_charge=0 homo_ev=-9.24 e_above_lowest_kj_mol=473.0 lumo_ev=-0.3 orbital_gap_ha=0.33028
F 2.8805 2.6769 -1.0133 0.8851 -1.5877 0.0119
F 4.2300 0.8516 -0.6841 0.4043 1.3687 -0.3557
C -0.8525 0.4794 0.3218 -3.6727 -0.8106 0.5407
C 1.9738 0.4644 -0.5723 -0.3889 -1.8508 0.0137
C -0.1525 -0.4147 -0.2880 3.4122 3.8518 -0.2887
C 2.9989 1.3421 -0.8138 -3.8584 -1.9130 1.1134
H 2.2519 -0.6009 -0.3253 0.5159 1.6484 -0.4705
H -1.9297 0.2338 0.6804 1.7321 -0.0869 -0.5208
H -0.7178 1.5304 0.3878 0.8986 0.5026 0.1452
H -0.0899 -1.3902 -0.6563 0.0718 -1.1225 -0.1892